A single C16H25NO3 molecule, computed with wB97M-V/def2-TZVPD.

## Properties
Net charge: 0
Relative energy (zero: lowest compared OMol25 entry of this formula, charge and spin): 236.9 kJ/mol
Spin multiplicity: 1
E_LUMO: 0.846 eV
SMILES: COc1ccc(OC[C@H](O)CN2CCCCCC2)cc1
Kohn-Sham gap: 0.3233 hartree

Geometry as XYZ:
```
45
Properties=species:S:1:pos:R:3:forces:R:3:nbo_charge:R:1
H -3.180196 2.411485 -0.251703 0.0 0.1 0.0 0.221
H 1.468156 -1.924932 1.067141 -0.1 0.0 0.0 0.204
C -1.985346 -1.121720 0.616574 -0.4 -0.1 -0.1 -0.231
C 1.660001 -2.323640 0.071058 0.1 -0.1 -0.3 -0.414
H -5.698468 -2.982671 -0.634984 0.0 0.1 0.0 0.200
O 0.955245 3.611396 -0.941717 -0.2 0.2 -0.2 -0.713
H 3.926894 0.234533 -1.119316 0.0 0.0 0.0 0.159
H 3.014976 -3.703056 0.977257 0.0 -0.1 0.0 0.202
C -5.301611 -1.969279 -0.597293 -0.2 0.0 -0.1 -0.251
C -2.850743 1.412002 -0.013131 0.4 0.1 0.1 -0.256
C 4.224720 -2.210044 -0.001492 -0.1 -0.1 0.2 -0.404
H -4.669784 0.513982 -0.637877 -0.1 0.0 0.0 0.213
C 0.497841 2.380737 1.082292 0.7 0.2 0.0 -0.092
H 0.622087 3.259760 1.722975 0.0 -0.1 -0.1 0.197
C 1.598672 -1.156135 -0.917378 -0.3 -0.1 0.3 -0.228
H 2.027766 1.473938 -1.912746 -0.1 0.0 0.0 0.182
H -0.162294 -0.224666 1.223849 0.2 0.0 0.0 0.232
C -1.574165 1.239981 0.515432 -0.4 0.0 -0.1 0.275
H 0.563285 -1.046895 -1.248354 0.1 0.0 0.0 0.212
C -3.262545 -0.950882 0.088313 0.2 0.0 0.1 0.266
C 2.978510 -3.097094 0.069010 0.0 0.1 0.0 -0.395
H 5.074861 -0.512370 0.987154 0.0 0.0 0.1 0.213
O -0.863235 2.396276 0.700736 -0.2 0.0 -0.1 -0.521
H -5.937446 -1.356764 0.050596 0.0 0.0 0.0 0.174
H 0.776653 1.486481 1.639655 -0.1 0.0 0.0 0.195
H 5.064221 -2.761780 0.427318 0.0 0.0 -0.1 0.210
C 4.077613 -0.872262 0.722714 0.1 0.0 -0.3 -0.413
H 2.408117 2.811503 0.178324 -0.1 -0.1 0.1 0.176
C -1.148491 -0.045180 0.830892 0.1 0.2 0.0 -0.284
H 3.517606 -0.998339 1.648628 0.0 0.1 0.1 0.204
H 0.854548 -3.023798 -0.158312 -0.1 0.0 0.1 0.213
N 1.987252 0.099951 -0.283951 0.0 0.1 -0.1 -0.461
O -3.999722 -2.089200 -0.081186 0.3 0.0 0.1 -0.497
H 2.210898 -1.373090 -1.806946 0.0 0.0 -0.1 0.169
H 2.993803 -3.785644 -0.778917 0.0 -0.1 0.0 0.201
C -3.689409 0.334392 -0.226246 -0.1 -0.3 0.0 -0.245
C 1.450845 1.247984 -0.998683 0.1 0.3 0.0 -0.242
H -0.010713 3.560269 -0.968300 0.1 0.0 0.0 0.475
H 0.426203 1.018193 -1.304541 0.1 0.0 0.0 0.205
H -1.659112 -2.120904 0.857486 0.1 -0.1 0.0 0.223
H 4.477991 -2.010063 -1.044993 0.1 0.0 0.0 0.195
H 3.625893 1.178159 0.350625 0.1 0.0 -0.1 0.195
H -5.298090 -1.545818 -1.607341 0.0 0.0 0.0 0.173
C 1.403015 2.535435 -0.154073 -0.2 -0.5 0.3 0.073
C 3.429582 0.218012 -0.131074 0.0 0.1 0.3 -0.210
```
Positions in Å, forces in eV/Å.



A single C16H25NO3 molecule, computed with wB97M-V/def2-TZVPD.

## Properties
Net charge: 0
Relative energy (zero: lowest compared OMol25 entry of this formula, charge and spin): 262.5 kJ/mol
Spin multiplicity: 1
E_LUMO: 0.827 eV
SMILES: COc1cccc(OCCCCCN2CCOCC2)c1
Kohn-Sham gap: 0.3354 hartree

Geometry as XYZ:
```
45
Properties=species:S:1:pos:R:3:forces:R:3:nbo_charge:R:1
C 3.320283 0.552620 -0.168036 0.2 -0.2 0.1 -0.254
H -1.138399 -2.506470 -2.599900 0.0 -0.1 -0.1 0.216
H -2.716713 -3.538985 1.691842 0.0 0.0 0.0 0.176
H -4.242378 -3.036112 2.460330 0.0 -0.1 -0.1 0.200
H -4.234977 -3.531429 0.749654 0.0 0.0 0.0 0.177
C -1.557976 -1.794837 -1.904612 0.0 0.2 0.0 -0.165
H -0.461883 3.179632 2.216205 -0.1 -0.1 0.0 0.209
H 0.087963 0.064412 0.450481 0.0 0.0 -0.1 0.204
C 3.212641 -2.236365 -0.061364 -0.4 -0.1 0.0 -0.073
C -2.632557 0.026052 -0.129042 -0.1 0.3 0.1 -0.421
C -1.937749 0.484393 -1.236126 -0.1 -0.4 -0.1 0.420
O -1.712431 1.782441 -1.565341 0.1 -0.3 -0.1 -0.521
H -2.368527 3.654720 -1.374053 0.0 -0.1 0.1 0.191
H -3.081248 0.686709 0.595115 0.0 0.1 0.1 0.226
C -0.459223 2.528180 1.339917 0.3 0.1 -0.1 -0.402
C -0.832017 3.361519 0.100158 -0.4 -0.3 -0.1 -0.429
C -2.038003 2.854310 -0.701956 0.1 0.6 0.2 -0.056
N 2.133812 -0.099739 0.359049 0.0 0.0 -0.1 -0.442
H 1.820761 -1.258051 -1.393024 0.0 0.0 0.0 0.167
O -3.472874 -1.661821 1.230764 0.1 0.3 -0.2 -0.512
H 3.220225 0.752377 -1.250990 0.0 0.0 0.0 0.166
H 4.677296 -0.474077 1.151324 0.0 0.0 -0.1 0.164
H 3.311914 -2.423181 1.018766 0.0 0.0 -0.1 0.164
H 0.817999 1.105686 -0.784369 -0.1 -0.1 0.0 0.168
H 1.181259 1.455608 2.225616 0.1 0.0 0.0 0.213
H -1.066012 4.382725 0.406205 0.0 0.0 -0.1 0.211
H 1.092271 -1.885808 0.106795 0.0 0.0 0.0 0.208
H 3.138519 -3.187899 -0.590806 0.0 0.0 0.1 0.191
C -2.234432 -2.260698 -0.786297 -0.2 -0.3 0.3 -0.377
H -2.869757 2.606279 -0.037996 0.0 0.0 -0.1 0.173
H 3.472431 1.499018 0.351902 0.0 0.0 0.0 0.204
C -2.779975 -1.342954 0.099272 0.1 0.0 -0.1 0.411
C -1.408683 -0.447516 -2.136944 0.0 0.1 0.0 -0.322
H -0.882175 -0.081627 -3.003365 0.1 0.1 -0.1 0.224
O 4.374942 -1.604254 -0.543188 0.1 0.0 -0.2 -0.524
H 0.018550 3.413263 -0.580902 0.0 0.1 -0.1 0.210
H 1.660254 2.620637 0.990240 0.1 0.1 0.0 0.191
C -3.668472 -3.020842 1.535031 0.0 -0.2 0.0 -0.253
H 5.432408 0.095040 -0.368758 0.0 0.0 0.1 0.191
C 1.969396 -1.382233 -0.305353 0.3 -0.2 0.1 -0.249
C 0.916598 1.864803 1.248951 -0.2 -0.2 -0.1 -0.399
H -1.207430 1.754377 1.512615 -0.1 0.0 0.1 0.200
C 4.534247 -0.345776 0.067533 0.0 0.4 0.0 -0.072
H -2.327984 -3.322231 -0.626063 0.0 -0.1 0.1 0.219
C 0.938122 0.718095 0.240724 0.1 0.1 0.3 -0.224
```
Positions in Å, forces in eV/Å.



A molecular structure, C16H26AlCaCl3F4INNaO12S in a non-equilibrium geometry, computed with wB97M-V/def2-TZVPD.

## Properties
Net charge: -1
Spin multiplicity: 1
E_LUMO: -4.002 eV
Kohn-Sham gap: 0.0352 hartree

Geometry as XYZ:
```
67
Properties=species:S:1:pos:R:3:forces:R:3:nbo_charge:R:1
C -1.478951 -1.672211 -3.099084 0.9 -0.6 0.7 -0.501
I 1.254866 0.205932 -3.300815 0.1 0.4 -0.1 0.299
C -1.722573 -1.484733 -1.568993 -0.3 -3.2 -0.6 0.269
H 1.815259 -2.196539 -4.166262 0.5 0.2 -0.3 0.282
C -2.259640 -2.804534 0.387161 3.7 2.0 -3.5 0.716
H -2.270957 3.565774 -3.374142 -0.2 0.3 -0.1 0.223
H -0.292096 -2.876351 -4.582170 0.5 0.8 0.6 0.173
H 2.156852 -3.217540 4.126939 0.0 0.0 -0.2 0.219
H 1.082611 -5.452623 2.317273 -0.3 0.3 -0.2 0.127
N -1.055883 -2.126832 0.662934 0.3 -0.5 -0.6 -0.645
C -2.475288 0.777781 -1.310319 -0.6 0.4 -0.3 -0.095
H 0.336173 -2.034914 -0.832458 0.2 0.2 -0.9 0.229
C 1.724544 -4.550137 2.414897 0.0 -0.7 0.3 -0.053
F 4.614246 3.910870 3.756178 -0.2 0.1 -0.1 -0.326
H -1.417871 0.961770 -1.168152 0.3 -0.4 -0.1 0.208
C -1.893147 2.791007 -2.721551 -0.6 -1.5 -0.8 -0.618
Ca -2.047661 -3.864553 -4.053036 -1.0 -3.6 -0.8 1.285
H -2.864631 -5.923257 4.918190 0.0 -0.1 0.1 0.230
H -1.627071 -4.991251 4.040555 0.1 0.0 0.0 0.229
S 3.377944 4.983394 1.680566 0.5 0.0 -1.0 2.333
C -0.196059 -2.547276 -3.495480 -0.2 0.8 0.3 -0.514
F 3.575408 -0.648307 -3.802906 -0.4 -0.4 0.0 -0.919
H -3.016220 1.012266 -3.451172 -0.9 0.1 0.7 0.140
O 1.486963 -3.548090 1.575009 -0.2 -0.1 -0.6 -0.602
H -3.884093 2.114803 -2.316039 -0.8 -0.3 -0.1 0.236
C 0.588113 4.933614 -0.766802 0.0 0.0 0.0 0.900
H -0.979044 2.379545 -3.198812 -0.1 0.8 1.1 0.155
H -3.403937 -2.805911 -1.366819 -0.1 -0.6 -0.6 0.248
H 0.460079 -3.704165 4.012287 0.0 0.0 -0.2 0.199
H -0.250508 -0.479908 -0.264865 0.3 0.4 -0.3 0.248
O 3.823028 8.844000 0.451559 0.5 0.8 0.3 -0.533
Na -1.398995 1.094288 -4.512189 0.7 0.3 -1.2 0.798
H 2.750535 -4.972644 2.417970 0.2 0.5 -0.1 0.148
C 2.915903 9.304835 1.194619 -0.9 -0.7 -0.1 0.923
H -2.970447 1.189585 -0.446728 -0.1 0.0 0.5 0.218
H -2.415723 -2.229111 -3.460135 0.2 2.6 1.0 0.053
H -1.816771 -3.765025 -1.488058 0.2 -0.2 0.0 0.182
F 2.467095 3.594184 3.742643 0.2 0.2 -0.1 -0.331
H 1.674701 -4.858109 4.578432 0.0 -0.1 -0.2 0.216
Al -2.991672 -1.327341 -5.421709 -0.3 0.0 -0.7 -0.128
C 1.487823 -4.038056 3.873820 0.0 0.0 0.8 -0.588
O 4.462725 5.919108 1.531206 0.1 0.1 0.4 -0.922
Cl -1.783574 -6.856161 8.465740 -0.2 -0.2 0.3 -0.498
C -2.960379 1.611248 -2.520705 2.1 0.9 0.1 -0.430
O 2.062758 5.568071 1.510230 -0.4 0.1 0.2 -0.952
F 3.275110 5.538640 4.264432 0.0 -0.2 -0.2 -0.324
O 0.868428 6.092546 -1.147610 0.2 0.2 0.0 -0.285
H -1.546964 -0.717421 -3.630285 0.5 -0.6 0.2 0.179
C -2.336638 -2.871511 -1.152043 -1.5 1.5 0.5 -0.588
O 2.970875 10.280166 1.942345 0.4 0.2 -0.1 -0.555
Cl -0.878187 -5.714914 6.145498 0.2 0.2 -0.4 0.125
O -2.805828 -0.625376 -1.332304 0.8 0.9 -0.3 -0.536
O 1.752423 8.589413 1.100924 1.1 0.4 -0.3 -0.687
C -1.813779 -5.864514 4.657537 0.0 0.1 0.0 -0.409
C -0.545809 -1.463548 -0.586396 -0.6 0.4 1.6 -0.286
O 3.561948 3.753319 0.942803 -0.2 -0.3 0.3 -0.945
O -3.002979 -3.228773 1.146516 -3.3 -2.1 3.1 -0.498
O 1.146340 4.099306 -1.520148 0.0 -0.1 -0.1 -0.336
H -0.406744 -2.919525 0.774655 0.5 0.4 1.4 0.432
O -0.195023 4.657378 0.129216 -0.3 -0.2 0.1 -0.425
H -1.619046 3.235049 -1.783139 0.2 0.1 0.4 0.268
H 1.715999 -2.241630 -2.459970 0.1 0.0 0.5 0.261
Cl -1.373379 -7.311721 3.737892 0.0 0.0 -0.1 -0.040
C 3.436723 4.483019 3.450042 -0.1 -0.1 0.3 0.685
C 1.201876 -1.899492 -3.336141 -0.5 -0.2 -0.6 -0.571
H 2.133900 7.950887 0.460390 -1.1 -0.7 0.2 0.501
H -0.165568 -3.515980 -2.888897 0.0 0.8 -0.3 0.201
```
Positions in Å, forces in eV/Å.



A molecular structure, C16H26AlO10 in a non-equilibrium geometry, computed with wB97M-V/def2-TZVPD.

## Properties
Net charge: +2
⟨S²⟩: 0.760
Spin multiplicity: 2
E_LUMO (alpha / beta): -7.323 / -12.040 eV
Kohn-Sham gap (alpha / beta): 0.3120 / 0.1360 hartree

Geometry as XYZ:
```
53
Properties=species:S:1:pos:R:3:forces:R:3:nbo_charge:R:1
C 24.365520 -2.461390 -16.893500 -1.7 -0.6 0.7 -0.091
C 22.618860 -9.060260 -13.768980 1.2 -0.9 -0.8 -0.094
H 23.875040 -0.396370 -16.585070 -0.1 0.0 0.1 0.253
C 32.069980 -7.041610 -15.529040 1.2 0.6 1.6 -0.626
C 26.709990 -2.135220 -16.746750 0.0 0.7 0.6 -0.077
H 23.058800 -8.982780 -12.774720 -0.4 -0.2 0.0 0.219
C 24.627340 -1.115880 -16.261850 0.2 0.9 -1.8 -0.433
H 25.260430 -11.267450 -14.761440 -0.2 -0.2 -0.1 0.235
C 24.579860 -6.115310 -22.077640 1.2 3.1 -2.2 1.017
O 22.846570 -7.771570 -14.372560 1.0 0.7 -3.0 -0.445
H 30.958240 -6.211930 -13.782960 -0.1 -0.2 -0.1 0.205
H 22.878740 -10.566650 -15.423020 -0.3 -0.5 0.7 0.207
H 24.724860 -7.182200 -25.604760 -0.1 -0.3 1.1 0.236
H 24.225430 -11.678260 -13.374930 -0.1 0.1 -0.1 0.241
O 25.387920 -5.995280 -21.163450 -0.4 0.1 0.3 -0.659
H 26.459660 -0.001520 -16.252180 0.3 -0.1 -0.2 0.247
C 25.994980 -0.764990 -16.876090 0.7 -0.4 0.8 -0.426
H 21.562390 -9.326990 -13.797960 0.1 0.3 0.2 0.229
C 23.684040 -7.884490 -15.458200 1.7 0.9 0.6 1.017
H 23.793150 -2.573180 -17.814370 0.2 1.0 -0.4 0.186
C 23.669500 -5.767000 -24.164090 0.0 -0.2 0.0 0.056
C 22.930650 -6.869780 -23.376510 -1.4 0.3 -1.6 -0.093
H 23.699190 -2.969850 -16.196670 0.6 -1.0 0.4 0.199
O 24.629140 -5.304670 -23.250330 1.3 -1.2 4.3 -0.461
H 25.961920 -0.405680 -17.904640 -0.2 -0.1 0.0 0.227
O 24.206700 -9.161420 -15.528340 -0.6 4.8 -1.5 -0.454
O 29.576810 -4.665810 -15.899420 -1.9 1.6 -0.3 -0.493
H 31.123030 -4.094330 -14.584600 -0.2 0.8 -0.7 0.219
C 24.410950 -6.160780 -25.389700 -0.7 -0.4 -2.5 -0.666
C 30.967630 -6.200390 -14.872860 1.6 0.2 -2.6 0.071
H 32.973690 -6.465670 -15.329760 0.5 -0.2 -0.4 0.220
O 27.884930 -6.060920 -16.286370 -5.2 -0.8 -2.2 -0.639
O 24.080310 -6.859540 -16.152380 -1.4 -3.3 1.8 -0.642
Al 25.678060 -5.683610 -18.266640 0.0 0.4 1.0 1.473
O 29.840380 -6.782420 -15.450520 -3.8 0.2 -0.1 -0.482
H 23.679080 -6.016140 -26.184390 0.1 0.1 -0.4 0.236
H 26.993770 -2.282350 -15.704680 -0.5 -0.3 0.3 0.188
H 24.641980 -1.120580 -15.171960 0.1 -0.3 -0.1 0.232
C 23.464960 -10.008830 -14.692750 1.0 -1.7 1.6 0.064
C 24.611920 -10.861790 -13.984930 -1.2 0.4 -0.6 -0.625
H 22.961500 -7.837890 -23.876410 0.3 -0.1 0.3 0.220
O 25.645160 -3.067480 -17.127670 0.6 -1.4 -0.1 -0.560
C 30.910810 -4.711840 -15.457380 0.6 -2.5 1.1 -0.096
H 25.269680 -5.553950 -25.676820 -0.2 0.4 0.5 0.255
H 25.265530 -10.231310 -13.382120 -0.3 0.2 0.1 0.223
H 21.887800 -6.635340 -23.162970 0.0 0.1 -0.2 0.214
O 23.570500 -6.889080 -22.139060 0.1 -1.8 1.9 -0.440
C 28.951440 -5.836620 -15.910610 6.7 -0.2 2.3 1.017
H 31.519210 -4.583010 -16.352560 0.4 0.2 0.5 0.208
H 23.009810 -4.918110 -24.343800 0.0 -0.1 -0.2 0.210
H 27.649410 -2.363770 -17.250090 -0.5 0.2 -0.8 0.215
H 31.957170 -7.247150 -16.593520 -0.3 0.5 0.1 0.229
H 32.215960 -7.998070 -15.027070 -0.2 0.0 0.1 0.237
```
Positions in Å, forces in eV/Å.